Record 1
# C50H45N3O2

The molecule C50H45N3O2 (the ωB97M-V functional and the def2-TZVPD basis, the Open Molecules 2025 dataset).

Geometry as XYZ:
```
100
Properties=species:S:1:pos:R:3
C 1.84 3.63 -0.95
C 2.94 2.79 -1.59
N 3.67 1.93 -0.65
C 4.81 2.57 0.04
C 6.17 2.30 -0.55
C 3.56 0.55 -0.66
C 2.16 -0.02 -1.00
C 2.36 -0.71 -2.38
C 1.48 -0.39 -3.57
C 1.15 0.93 -3.91
C 0.76 1.26 -5.21
C 0.46 0.24 -6.12
C 0.57 -1.10 -5.71
C 1.21 -1.41 -4.51
O 3.24 -1.55 -2.53
O 4.49 -0.18 -0.32
H 1.75 4.56 -1.52
H 0.86 3.12 -0.99
H 2.05 3.85 0.10
H 2.53 2.14 -2.38
H 3.70 3.42 -2.08
H 4.57 3.65 -0.02
H 4.79 2.26 1.09
H 6.92 2.66 0.16
H 6.31 1.23 -0.70
H 6.30 2.83 -1.50
H 1.44 0.82 -1.07
H 1.24 1.73 -3.17
H 0.68 2.31 -5.49
H 0.15 0.49 -7.13
H 0.18 -1.91 -6.34
H 1.50 -2.44 -4.30
C 0.72 6.05 4.47
C 1.82 5.32 4.94
C 1.73 3.93 5.08
C 0.54 3.28 4.74
N 0.44 1.86 4.81
C 0.09 1.27 6.05
C -1.23 1.31 6.49
C -1.55 0.86 7.78
C -0.53 0.41 8.63
C 0.79 0.34 8.17
C 1.10 0.73 6.87
C 0.78 1.06 3.72
C 1.89 1.40 2.94
C 2.30 0.50 1.95
C 1.39 -0.43 1.42
C 1.62 -1.00 0.01
C 0.34 -1.58 -0.62
C 0.43 -2.71 -1.44
C -0.68 -3.18 -2.12
C -1.92 -2.55 -1.92
N -3.07 -3.05 -2.58
C -4.10 -3.72 -1.86
C -5.33 -3.07 -1.69
C -6.40 -3.77 -1.12
C -6.25 -5.11 -0.76
C -5.01 -5.75 -0.91
C -3.92 -5.03 -1.43
C -3.15 -2.97 -3.98
C -3.35 -4.13 -4.74
C -3.43 -4.04 -6.13
C -3.39 -2.78 -6.75
C -3.23 -1.62 -5.98
C -3.06 -1.71 -4.60
C -2.03 -1.45 -1.07
C -0.89 -0.92 -0.47
C 0.35 -0.84 2.27
C 0.07 -0.13 3.44
C -0.58 4.01 4.33
C -0.48 5.40 4.18
H 0.81 7.13 4.33
H 2.76 5.83 5.18
H 2.58 3.34 5.43
H -2.00 1.69 5.81
H -2.59 0.87 8.11
H -0.76 0.13 9.66
H 1.59 -0.01 8.83
H 2.11 0.66 6.46
H 2.46 2.29 3.16
H 3.33 0.52 1.63
H 2.38 -1.80 0.11
H 1.39 -3.23 -1.53
H -0.62 -4.02 -2.82
H -5.42 -2.03 -1.99
H -7.35 -3.25 -0.96
H -7.11 -5.68 -0.38
H -4.88 -6.80 -0.64
H -2.93 -5.48 -1.53
H -3.41 -5.09 -4.23
H -3.52 -4.95 -6.72
H -3.49 -2.71 -7.83
H -3.22 -0.63 -6.46
H -2.89 -0.81 -3.99
H -3.02 -0.98 -0.93
H -1.00 -0.01 0.12
H -0.27 -1.71 2.03
H -0.72 -0.45 4.12
H -1.51 3.49 4.10
H -1.35 5.97 3.84
```

Computed properties:
Lowest unoccupied orbital energy: 0.3557 eV
Kohn-Sham gap: 0.2891 Ha

Record 2
# C15H15DyN3P

C15H15DyN3P as an isolated structure (the ωB97M-V functional and the def2-TZVPD basis, the Open Molecules 2025 dataset).

Geometry as XYZ:
```
35
Properties=species:S:1:pos:R:3
C -4.36 -2.17 -1.38
C -4.03 -3.19 -0.44
C -3.58 -2.58 0.76
C -3.69 -1.16 0.61
C -4.15 -0.88 -0.72
Dy -1.85 -1.63 -1.34
P -2.42 -0.15 -3.55
H -4.85 -2.30 -2.34
H -4.17 -4.26 -0.60
H -3.31 -3.09 1.68
H -4.48 0.09 -1.09
H -3.54 -0.41 1.39
H -3.40 0.90 -3.62
H -2.82 -0.94 -4.69
H -1.32 0.55 -4.15
N 7.51 1.71 2.77
C 6.43 1.53 2.37
C 5.10 1.33 1.85
C 4.53 0.05 1.82
C 3.23 -0.13 1.35
C 2.50 0.98 0.92
C 3.05 2.26 0.93
C 4.36 2.43 1.40
N 1.17 0.81 0.48
C 0.26 1.82 0.12
C -0.88 1.22 -0.28
N -0.70 -0.17 -0.19
C 0.55 -0.37 0.31
H 5.12 -0.81 2.15
H 2.79 -1.13 1.34
H 2.48 3.12 0.60
H 4.82 3.42 1.39
H 0.51 2.86 0.19
H -1.82 1.63 -0.62
H 0.98 -1.32 0.56
```

Computed properties:
Multiplicity: 6
Lowest unoccupied orbital energy (alpha / beta): -0.3582 / -0.8109 eV
Kohn-Sham gap (alpha / beta): 0.2561 / 0.1218 Ha

Record 3
# C2H3NOS2

The molecule C2H3NOS2 (the ωB97M-V functional and the def2-TZVPD basis, the Open Molecules 2025 dataset).

Geometry as XYZ:
```
9
Properties=species:S:1:pos:R:3
C 0.16 0.03 -0.03
C 0.95 -1.08 -0.20
N 0.56 1.29 -0.27
O 1.67 1.59 -0.81
S 2.66 -1.08 -0.39
S 3.31 0.50 0.56
H -0.87 -0.08 0.27
H 0.50 -2.06 -0.22
H -0.05 2.05 0.03
```

Computed properties:
Lowest unoccupied orbital energy (alpha / beta): -1.0499 / -1.0263 eV
Kohn-Sham gap (alpha / beta): 0.2721 / 0.2726 Ha

Record 4
# C27H16F13NNiO2SSb

C27H16F13NNiO2SSb as an isolated structure (the ωB97M-V functional and the def2-TZVPD basis, the Open Molecules 2025 dataset).

Geometry as XYZ:
```
62
Properties=species:S:1:pos:R:3
Ni -0.22 -0.12 -0.65
O -1.08 -0.73 -2.26
N -1.74 0.11 -3.09
C -2.27 -0.43 -4.26
C -3.07 0.33 -5.06
C -3.39 1.65 -4.71
C -2.76 2.20 -3.55
C -1.90 1.44 -2.79
S -0.97 2.06 -1.47
H -1.99 -1.45 -4.45
H -3.45 -0.11 -5.98
H -4.07 2.24 -5.30
H -2.91 3.23 -3.27
F 3.82 -3.86 -1.54
C 2.83 -3.41 -0.73
F 2.23 -4.50 -0.20
F 3.45 -2.79 0.30
C 1.78 -2.46 -1.42
O 0.99 -1.94 -0.48
C 1.00 -3.36 -2.47
F 1.77 -4.38 -2.96
F -0.05 -3.93 -1.89
F 0.58 -2.70 -3.55
C 2.63 -1.40 -2.24
F 3.01 -1.83 -3.46
F 1.97 -0.26 -2.40
F 3.78 -1.08 -1.60
F -0.59 0.09 1.14
F 7.92 0.48 4.26
C 6.70 0.39 3.65
C 6.10 -0.85 3.54
C 4.86 -0.93 2.92
C 4.23 0.20 2.41
C 4.89 1.43 2.52
C 6.12 1.54 3.15
Sb 2.28 0.09 1.38
C 1.49 -1.17 2.95
C 1.82 -2.52 2.99
C 1.33 -3.35 4.00
C 0.50 -2.80 4.95
F 0.04 -3.60 5.96
C 0.13 -1.48 4.92
C 0.63 -0.66 3.91
C 1.66 1.96 2.33
C 0.85 2.81 1.58
C 0.45 4.04 2.07
C 0.90 4.42 3.32
F 0.54 5.64 3.81
C 1.69 3.61 4.10
C 2.07 2.37 3.60
H 6.60 -1.73 3.94
H 4.38 -1.89 2.84
H 4.42 2.32 2.12
H 6.62 2.49 3.25
H 2.45 -2.96 2.23
H 1.58 -4.40 4.03
H -0.56 -1.10 5.67
H 0.32 0.37 3.86
H 0.51 2.49 0.60
H -0.20 4.69 1.50
H 2.01 3.94 5.08
H 2.69 1.71 4.20
```

Computed properties:
Multiplicity: 4
Net charge: -2
Lowest unoccupied orbital energy (alpha / beta): 4.2421 / 4.2415 eV
Kohn-Sham gap (alpha / beta): 0.1136 / 0.2197 Ha

Record 5
# C4H4N2S

The molecule C4H4N2S (the ωB97M-V functional and the def2-TZVPD basis, the Open Molecules 2025 dataset).

Geometry as XYZ:
```
11
Properties=species:S:1:pos:R:3
S 0.72 2.70 -0.44
C 0.40 0.95 -0.01
C 1.00 -0.22 -0.47
N 0.15 -1.40 -0.61
C -0.77 -1.44 0.22
C -1.21 -0.34 0.95
N -0.71 0.93 0.75
H 1.53 2.43 -1.70
H 2.02 -0.59 -0.93
H -1.31 -2.52 0.33
H -1.81 -0.49 1.90
```

Computed properties:
Lowest unoccupied orbital energy: -0.3250 eV
Kohn-Sham gap: 0.3218 Ha

E? In order: -2247.02991 -1971.10223 -1004.27191 -4688.77466 -662.42607 Ha.